# 1
{
  "formula": "C32H43Ge2NOS4Ti",
  "method": "ωB97M-V/def2-TZVPD",
  "max_force_ev_per_a": 0.999,
  "lumo_ev": 4.37,
  "de_lowest_kcal_mol": 4.2,
  "total_charge": -2,
  "symbols": ["Ti", "S", "S", "S", "S", "C", "C", "Ge", "C", "C", "C", "C", "Ge", "C", "C", "C", "C", "C", "C", "C", "C", "C", "C", "H", "H", "H", "H", "H", "H", "H", "H", "H", "H", "H", "H", "H", "H", "H", "H", "H", "H", "H", "H", "H", "H", "H", "H", "H", "H", "C", "C", "C", "O", "H", "H", "H", "H", "H", "H", "H", "N", "C", "C", "C", "C", "C", "C", "C", "C", "C", "C", "C", "C", "C", "H", "H", "H", "H", "H", "H", "H", "H", "H", "H"],
  "positions_angstrom": [[0.139381, -0.414315, 1.224057], [-0.695627, 0.713402, 3.415057], [-0.670204, -1.062318, 4.442686], [-2.307078, -2.033489, 3.644012], [-1.866414, -2.068542, 1.626255], [1.988039, 3.069571, 2.281332], [2.344723, 2.842330, 0.814592], [1.022985, 1.665846, -0.145213], [1.950387, 1.431625, -1.914652], [0.994190, 1.302616, -3.097343], [-0.358521, 3.032111, -0.521150], [-1.654071, 2.810674, -0.257532], [-2.045187, 0.888834, 0.300459], [-3.762194, 0.807404, 1.327966], [-4.638925, 2.052527, 1.433592], [-2.516584, -0.055296, -1.421444], [-3.605474, 0.534311, -2.314102], [-2.599287, 3.949386, -0.352109], [-2.434317, 5.051543, 0.494960], [-3.284754, 6.146018, 0.433572], [-4.324944, 6.175753, -0.485858], [-4.500520, 5.091489, -1.336616], [-3.657231, 3.993416, -1.263329], [2.694382, 3.736519, 2.791409], [1.953758, 2.122867, 2.824000], [0.991654, 3.510952, 2.375628], [3.345703, 2.414759, 0.722811], [2.366097, 3.794293, 0.268361], [2.598414, 0.552169, -1.857405], [2.603736, 2.301227, -2.053595], [0.339471, 0.437540, -2.977289], [1.521191, 1.188302, -4.052643], [0.342466, 2.176722, -3.173746], [-0.060021, 4.029595, -0.872787], [-3.473643, 0.473158, 2.325737], [-4.329529, -0.018723, 0.886803], [-4.086121, 2.899682, 1.847143], [-5.500877, 1.876372, 2.089229], [-5.025902, 2.372103, 0.463906], [-2.800765, -1.058669, -1.086907], [-1.589925, -0.172077, -1.990911], [-4.503189, 0.782514, -1.738370], [-3.910740, -0.151779, -3.114815], [-3.255137, 1.451292, -2.796410], [-1.628544, 5.024566, 1.218533], [-3.136179, 6.979400, 1.111558], [-4.993615, 7.027488, -0.534300], [-5.310059, 5.096759, -2.058542], [-3.820632, 3.146971, -1.917020], [3.838365, -0.783710, 3.259523], [3.047804, -1.191511, 2.018949], [3.786433, -0.820592, 0.737993], [1.782567, -0.619061, 2.077408], [4.805863, -1.293829, 3.298665], [3.265475, -1.030377, 4.154686], [4.005016, 0.296410, 3.248952], [2.946688, -2.290087, 2.029287], [3.943619, 0.256113, 0.697188], [3.195996, -1.114426, -0.131084], [4.759148, -1.320887, 0.693277], [0.566263, -1.776491, -0.067045], [1.032094, -2.899498, -0.384818], [1.681829, -3.054755, -1.727600], [1.228377, -2.273290, -2.789112], [1.864311, -2.308504, -4.018091], [2.977068, -3.121331, -4.206151], [3.440932, -3.897754, -3.153616], [2.794115, -3.868568, -1.925122], [0.928099, -4.106053, 0.507094], [0.812071, -5.387284, -0.032639], [0.599057, -6.489032, 0.784172], [0.504312, -6.324813, 2.159026], [0.614346, -5.053372, 2.706982], [0.814436, -3.953396, 1.889104], [0.378601, -1.625481, -2.612453], [1.500321, -1.687907, -4.828016], [3.483577, -3.142305, -5.163796], [4.316511, -4.523066, -3.285774], [3.167124, -4.467847, -1.102197], [0.864981, -5.520584, -1.106457], [0.494798, -7.474530, 0.344323], [0.330256, -7.182094, 2.799378], [0.512230, -4.904249, 3.774710], [0.866977, -2.964774, 2.323681]],
  "atomic_forces_ev_per_a": [[-0.382, 0.375, 0.843], [0.023, 0.002, -0.312], [-0.011, -0.115, 0.039], [-0.002, 0.045, 0.128], [0.103, 0.006, -0.103], [0.012, 0.002, -0.017], [-0.074, -0.018, -0.011], [0.092, 0.083, 0.069], [-0.043, -0.019, 0.024], [-0.001, 0.022, 0.006], [-0.062, -0.024, 0.041], [0.063, -0.063, -0.016], [0.046, -0.125, -0.271], [0.019, -0.006, -0.007], [0.030, -0.007, 0.026], [-0.041, 0.051, -0.011], [0.033, -0.025, 0.004], [0.005, 0.035, 0.005], [-0.005, -0.009, -0.010], [-0.011, -0.001, -0.007], [0.007, 0.005, 0.007], [-0.010, 0.005, 0.003], [-0.015, -0.024, -0.009], [0.003, 0.000, -0.003], [-0.001, 0.011, 0.008], [-0.001, -0.008, 0.003], [0.073, -0.075, 0.013], [-0.006, -0.004, -0.003], [0.001, -0.004, 0.013], [0.009, 0.000, -0.007], [-0.012, 0.049, -0.010], [-0.007, -0.006, -0.005], [0.003, 0.000, 0.000], [-0.002, 0.006, 0.009], [-0.001, -0.013, -0.001], [0.007, 0.008, 0.001], [-0.007, 0.005, -0.003], [0.000, 0.005, -0.001], [-0.006, 0.021, -0.022], [-0.004, 0.007, 0.013], [0.006, 0.000, -0.010], [0.000, 0.007, -0.007], [-0.005, 0.005, -0.002], [-0.009, -0.050, -0.003], [0.004, 0.001, 0.001], [0.002, -0.002, 0.000], [0.002, 0.000, 0.000], [0.001, -0.004, -0.002], [0.000, 0.048, 0.032], [-0.026, -0.002, -0.013], [0.030, -0.001, 0.078], [-0.064, -0.046, 0.006], [0.190, -0.180, -0.262], [0.008, 0.008, 0.002], [0.010, -0.004, -0.005], [0.001, 0.008, 0.002], [-0.007, 0.002, 0.015], [0.010, 0.121, -0.016], [0.034, 0.030, 0.001], [-0.005, -0.004, -0.001], [0.141, -0.175, -0.112], [-0.281, 0.101, 0.050], [0.079, -0.063, -0.186], [-0.042, -0.026, 0.058], [0.019, -0.009, -0.022], [-0.020, -0.004, 0.039], [0.022, 0.001, -0.035], [0.042, -0.004, 0.036], [0.015, -0.046, -0.003], [0.000, 0.038, -0.013], [0.000, -0.016, 0.003], [0.009, 0.029, 0.012], [-0.006, -0.045, 0.004], [0.012, 0.061, -0.048], [0.024, -0.051, -0.003], [-0.007, 0.006, 0.003], [0.001, 0.002, -0.005], [0.001, -0.001, 0.003], [-0.003, 0.022, -0.023], [-0.011, -0.005, 0.008], [0.004, 0.005, -0.004], [-0.001, 0.002, -0.001], [-0.001, 0.002, -0.003], [-0.006, 0.044, 0.000]]
}



# 2
{
  "formula": "CH8NS2",
  "method": "ωB97M-V/def2-TZVPD",
  "max_force_ev_per_a": 3.301,
  "lumo_ev": -4.04,
  "de_lowest_kcal_mol": 24.6,
  "total_charge": 1,
  "symbols": ["N", "H", "H", "H", "H", "C", "S", "S", "H", "H", "H", "H"],
  "positions_angstrom": [[-0.067348, 1.998602, -1.694604], [0.140785, 2.663102, -0.981383], [0.188524, 1.040346, -1.403495], [0.530817, 2.355997, -2.504682], [-1.009096, 1.895459, -2.014793], [0.764707, -2.165192, -0.026755], [0.812231, -0.418355, 0.231820], [-1.149756, 0.258787, 0.908357], [0.656701, -2.662466, -1.013447], [1.719312, -2.603776, 0.475919], [0.035251, -2.699444, 0.580915], [-0.978690, 1.564806, 0.640889]],
  "atomic_forces_ev_per_a": [[1.944, 0.115, -2.665], [-0.577, 0.551, 1.079], [0.810, -0.317, 0.337], [-0.899, -1.056, 0.958], [-1.122, 0.706, 0.055], [1.039, -2.919, 0.930], [-0.264, 1.153, 0.068], [0.346, -0.881, -0.200], [0.151, 1.196, 0.175], [-1.263, 1.118, -1.070], [-0.429, 0.513, 0.240], [0.264, -0.179, 0.091]]
}



# 3
{
  "formula": "C6H16N2O4P",
  "method": "ωB97M-V/def2-TZVPD",
  "max_force_ev_per_a": 5.073,
  "lumo_ev": -2.69,
  "de_lowest_kcal_mol": 56.1,
  "total_charge": 1,
  "symbols": ["C", "C", "C", "C", "C", "C", "N", "N", "O", "O", "O", "O", "P", "H", "H", "H", "H", "H", "H", "H", "H", "H", "H", "H", "H", "H", "H", "H", "H"],
  "positions_angstrom": [[-3.907837, 0.437348, 0.579066], [1.118840, 0.101164, 2.164879], [0.792933, -2.718684, -1.951528], [2.199009, 0.872094, 1.485698], [-0.015107, -1.486830, -2.090030], [-0.098657, 2.403702, -0.089948], [-4.651076, -0.139073, 1.267432], [-1.285356, 2.774207, -0.911028], [-3.048879, 0.999787, 0.036918], [1.019056, 1.167776, -2.253102], [2.054833, 0.768922, 0.068353], [0.027522, -0.815647, -0.767981], [0.843716, 1.186425, -0.830114], [1.051440, 0.415165, 3.256951], [0.112159, 0.230942, 1.799717], [1.261860, -0.944327, 2.050458], [0.681887, -3.310070, -1.066086], [0.638135, -3.251162, -2.949211], [1.949489, -2.450280, -2.007975], [3.175927, 0.357221, 1.722164], [2.222538, 1.967360, 1.848734], [-1.120129, -1.828297, -2.176841], [0.186304, -0.777936, -2.859339], [-0.406982, 2.002439, 0.929620], [0.754997, -1.177324, -0.155595], [-5.369889, -0.784045, 1.509790], [-0.885430, 3.024948, -1.805454], [-1.643938, 3.666518, -0.473203], [-2.102516, 2.223517, -0.836702]],
  "atomic_forces_ev_per_a": [[-0.411, -0.944, 0.837], [-0.805, 0.748, 2.042], [3.720, 0.317, -3.434], [0.913, 0.954, 1.306], [-2.999, -1.501, 2.212], [-0.347, -2.564, 1.595], [-0.804, -0.343, 0.632], [1.247, 3.517, 1.793], [1.104, 1.092, -1.172], [0.345, 0.188, -1.805], [-0.018, 0.039, -0.866], [1.488, 0.993, 1.317], [-0.306, 0.475, 1.556], [0.318, -0.779, -1.241], [-0.336, 0.609, -0.391], [0.481, -1.132, 0.379], [-0.726, -0.404, 0.236], [0.166, -0.040, 1.622], [-2.177, -0.409, 0.228], [-0.901, 0.960, -0.368], [0.057, -1.631, -0.941], [1.617, 0.841, 0.077], [0.635, 0.281, -0.396], [0.259, 1.128, -1.178], [-1.500, 0.219, -1.636], [-0.085, 0.030, -0.180], [-0.675, -0.196, -0.769], [0.697, -0.676, -0.814], [-0.955, -1.773, -0.641]]
}



Calculated total energy, record by record: -7971.33464; -893.73523; -989.75688 Ha
M, record by record: 779.057; 98.216; 211.178 g mol⁻¹